No. 1
The following is a quantum chemistry calculation of a 2-piece molecular cluster, C11H18SSi overall, from the Open Molecules 2025 dataset.

Output
HOMO level (alpha / beta) = -9.34 / -6.68 eV
HOMO-LUMO gap (alpha / beta) = 0.3393 / 0.2228 Ha

Structure (XYZ):
```
31
Properties=species:S:1:pos:R:3:forces:R:3
S -2.65090 -0.10947 1.75694 1.3 -0.8 1.3
Si -0.69685 -0.72114 0.97322 -0.4 0.8 -1.0
C -1.32020 1.21069 -4.84823 1.3 0.7 -3.2
C -1.91273 0.00299 -2.92567 0.8 1.3 -1.5
C -2.30982 0.53919 -4.15484 0.8 0.3 0.5
C 0.03697 1.26106 -4.43854 -0.6 -0.6 2.6
C -0.36619 -2.53863 0.72623 1.9 1.9 -1.0
C 0.37840 0.66207 -3.19550 -1.7 0.8 -2.2
C 0.95426 0.13317 2.98185 -0.6 2.2 -0.8
C 0.79305 1.78642 1.15138 -3.3 -0.3 1.0
C 0.88521 0.31178 1.45964 -0.3 -0.4 1.2
C 2.16381 -0.26044 0.87983 1.3 0.7 -2.6
C -0.60326 0.08097 -2.46383 0.5 -0.8 0.7
H -0.39675 -0.36352 -1.48546 -0.1 0.1 0.0
H 1.17142 -0.82767 3.28606 0.4 -2.2 0.7
H -0.13350 2.32792 1.57329 1.2 -1.0 -0.7
H -2.60172 -0.30965 -2.23805 -1.9 -1.2 1.5
H 0.38760 -2.57313 -0.08331 0.5 0.5 0.5
H 3.11278 0.35111 0.92301 -1.2 0.1 0.8
H 0.01091 0.45664 3.39065 -0.4 0.0 0.5
H -3.32405 0.56921 -4.55205 0.2 -0.3 0.4
H 1.69351 0.81386 3.36767 0.6 0.2 0.4
H 0.75657 1.93582 -4.81044 0.5 0.4 -1.3
H 2.23248 -0.48416 -0.23975 -0.9 0.0 1.3
H -1.02280 -3.13129 0.21461 -2.8 -1.3 -0.7
H 0.78310 1.79515 0.11664 -0.3 0.8 -2.3
H 2.36888 -1.13925 1.40919 0.5 -1.6 0.5
H 1.61687 2.32747 1.47090 1.9 0.8 0.9
H -1.50708 1.65212 -5.92479 0.1 -0.7 2.4
H 0.04838 -3.06704 1.51957 0.7 -1.0 1.7
H -2.42904 -0.62344 3.04839 -0.4 0.5 -1.1
```
Positions in Å, forces in eV/Å.


No. 2
The following is a quantum chemistry calculation of a 3-piece molecular cluster, C11H19BF7NO6 overall, from the Open Molecules 2025 dataset.

Output
structure (SMILES) = NBC(F)(F)C(F)(F)C(F)(F)F.CCOC(=O)OC.CCOC(=O)OC
HOMO level = -10.57 eV
HOMO-LUMO gap = 0.3861 Ha

Structure (XYZ):
```
45
Properties=species:S:1:pos:R:3:forces:R:3
F -3.70394 -2.86784 -1.93524 0.0 0.0 0.0
F -1.83531 -2.51981 -0.91090 0.1 0.0 0.0
F -3.24852 -6.87707 -1.21112 -0.1 0.1 0.0
F -2.89027 -4.96373 0.67108 0.1 0.0 0.0
F -3.67032 -2.63867 0.20557 -0.1 0.0 0.1
F -3.75328 -5.35441 -2.71714 0.0 -0.1 0.1
F -1.54639 -4.97969 -1.04683 0.1 0.0 -0.1
O 1.95081 2.88352 4.20902 0.0 0.0 -0.1
O 2.26968 3.21752 -2.99061 0.0 0.0 0.0
O 1.16677 3.72615 2.38171 0.0 0.0 0.0
O 0.83676 2.16611 -1.76735 0.0 0.0 -0.1
O 2.97326 2.37594 2.25465 0.0 0.0 0.0
O 1.19572 1.44075 -3.88162 0.0 0.0 0.1
N -6.00282 -4.63793 -0.16437 0.6 0.3 -0.4
C 4.22706 2.84666 5.10270 0.0 0.1 -0.1
C 1.24416 3.91732 0.96144 0.0 0.0 0.0
C -0.10386 1.09567 -1.55335 -0.1 -0.1 0.0
C -3.00045 -3.14452 -0.83171 -0.2 -0.2 -0.1
C -2.79287 -4.69477 -0.65364 -0.2 0.2 0.1
C 0.59054 -0.21593 -1.26728 0.1 0.0 0.0
C 2.11700 2.94254 2.88630 0.0 0.0 0.0
C 2.92671 2.09741 4.91657 0.0 -0.1 0.1
C -3.79340 -5.63239 -1.37499 -0.1 0.2 -0.4
C 1.41347 2.19485 -2.96869 0.0 0.0 0.0
C 2.99940 3.35456 -4.21502 0.0 0.0 0.0
B -5.31503 -5.71294 -0.80354 -0.2 0.0 0.0
H -0.68678 1.42381 -0.69397 0.0 0.0 0.0
H -5.82434 -6.77496 -0.98171 0.2 -0.1 0.4
H -0.15007 -0.97489 -1.01807 0.1 0.1 0.0
H 1.15531 -0.55506 -2.13437 0.0 0.0 0.0
H -5.76102 -3.71461 -0.50922 0.3 0.0 0.4
H 2.45573 1.88635 5.87474 0.0 0.0 0.0
H -6.00713 -4.61264 0.84930 -0.7 -0.2 -0.1
H 0.33710 4.44714 0.68698 0.0 0.0 0.0
H 2.32095 3.39208 -5.06443 0.0 0.0 0.0
H 2.11669 4.51783 0.70938 0.0 0.0 0.0
H 4.04732 3.80234 5.59610 0.0 0.0 0.0
H 1.29762 2.96612 0.44155 0.0 0.0 0.0
H 3.07985 1.15648 4.38907 0.0 0.0 0.0
H 3.54699 4.28737 -4.12409 0.0 0.0 0.0
H 4.70746 3.03325 4.14357 0.0 0.0 0.0
H 4.90630 2.25907 5.72102 0.0 0.0 0.0
H 3.69082 2.52267 -4.33810 0.0 0.0 0.0
H 1.27830 -0.10680 -0.42767 0.0 0.0 0.0
H -0.76599 1.02515 -2.41571 0.1 0.0 0.0
```
Positions in Å, forces in eV/Å.


No. 3
The following is a quantum chemistry calculation of C11H19ClINOPRu as an isolated structure, from the Open Molecules 2025 dataset.

Output
multiplicity = 6
⟨S²⟩ = 8.79
HOMO level (alpha / beta) = -14.00 / -15.76 eV
HOMO-LUMO gap (alpha / beta) = 0.2611 / 0.1657 Ha
net charge = +2

Structure (XYZ):
```
36
Properties=species:S:1:pos:R:3:forces:R:3
I -0.93338 3.56163 0.77822 -0.3 0.8 0.4
Ru 0.08651 1.41961 -0.45904 0.1 0.5 2.9
Cl 0.51719 1.18549 1.94881 -0.5 0.9 0.4
P 2.19555 0.46810 -0.32589 3.2 -1.0 -0.4
O -0.83579 -0.76088 -2.35092 1.6 3.0 2.6
N -0.58561 -1.28939 0.76280 0.9 -0.2 -0.5
C -3.82711 -0.74082 2.38892 -2.6 -0.5 -0.4
C 2.73288 -0.41958 -1.84271 -0.1 0.1 0.1
C 3.27691 1.90814 -0.15679 0.1 0.1 0.0
C 0.57649 2.16931 -2.22501 -0.4 0.4 -1.2
C 2.86654 -0.69613 0.96262 -0.7 0.0 0.2
C -1.94320 -1.21124 0.95815 -0.2 -0.4 -0.2
C -0.52286 0.07437 -1.58014 -3.3 -5.3 -4.4
C -2.81259 -1.69271 -0.04349 2.3 0.3 0.6
C -4.68829 -1.33174 1.45474 -0.2 0.2 -0.3
C -4.17742 -1.75152 0.21910 -2.4 0.1 1.0
C -2.46667 -0.64096 2.12789 2.2 -0.4 -1.0
H 2.42554 -0.45009 1.94035 0.4 -0.2 -0.3
H -4.22435 -0.37402 3.32854 0.0 0.0 0.0
H -5.75833 -1.41347 1.65607 0.4 0.0 0.0
H -4.83889 -2.15725 -0.55101 0.1 0.1 0.3
H 3.96447 -0.59854 1.03511 -0.5 0.1 -0.2
H 0.01436 -1.09750 1.55984 -0.3 -0.1 -0.2
H 2.97828 2.45720 0.73660 0.1 0.0 0.0
H 3.83105 -0.40936 -1.90700 -0.4 -0.1 0.0
H -1.77943 -0.18674 2.83334 -0.1 0.0 0.1
H -0.36989 2.16962 -2.82171 0.7 0.2 0.2
H 2.37613 -1.45905 -1.79094 0.2 0.3 -0.1
H -0.22938 -2.02821 0.15371 -0.4 0.2 0.4
H -2.39539 -2.05661 -0.98272 -0.2 0.0 0.2
H 0.78403 3.19133 -1.89009 0.4 0.0 -0.5
H 2.62737 -1.74173 0.70910 0.1 0.4 0.0
H 2.30256 0.05230 -2.73088 0.3 -0.3 0.1
H 3.13705 2.55684 -1.02053 0.1 0.1 0.0
H 4.32942 1.62611 -0.07585 -0.1 0.0 0.0
H 1.36625 1.66747 -2.79919 -0.2 0.6 0.2
```
Positions in Å, forces in eV/Å.


No. 4
The following is a quantum chemistry calculation of an isolated ion of composition C11H19IN and charge +1, from the Open Molecules 2025 dataset.

Output
structure (SMILES) = C/[NH+]=C(C)/C(C)=C(C)\C(C)=C(\C)I
HOMO level = -12.52 eV
HOMO-LUMO gap = 0.3122 Ha
net charge = +1

Structure (XYZ):
```
32
Properties=species:S:1:pos:R:3:forces:R:3
I 3.37669 -0.06312 0.28041 -1.3 0.4 -0.8
N 0.15817 0.97007 1.07880 0.4 1.6 1.4
C -0.53832 0.38755 -2.04107 0.4 1.3 0.1
C -2.01345 0.48055 1.82089 -3.9 1.1 2.0
C 1.68269 0.59097 -1.06266 2.7 -0.3 -1.2
C -0.53654 -1.26609 0.70313 -0.5 0.6 0.8
C 0.05848 2.39801 1.56517 -0.2 -3.8 -0.9
C 0.54515 -2.68935 -1.13239 -3.9 2.2 0.1
C -0.80300 0.11082 1.16223 1.8 -0.7 -0.2
C 0.22799 -1.33296 -0.38005 1.1 -2.4 -2.4
C -1.12671 -2.40840 1.53648 -0.4 1.1 -1.2
C 2.09298 1.71168 -1.99065 -0.2 0.9 0.7
C 0.61947 -0.15838 -1.20709 -1.4 0.4 1.2
H 0.26152 -3.52408 -0.54998 -0.4 -0.9 0.6
H -1.52233 0.12567 -1.55964 1.0 -0.1 -1.1
H 3.15483 1.72862 -2.08577 0.9 0.4 0.5
H -0.26498 -2.79394 2.06107 -0.3 -0.5 0.7
H -1.93212 -1.95781 2.13841 0.8 -0.7 0.4
H 1.03048 2.76486 1.47808 1.4 0.9 0.6
H -1.83557 0.86131 2.87962 0.2 -1.0 -0.9
H 1.71218 2.73224 -1.72699 0.4 -0.8 0.2
H 1.50960 -2.79031 -1.41126 3.4 0.0 -0.6
H -0.31483 0.02956 -3.05669 -1.1 0.0 0.1
H -0.01510 -2.70516 -2.12004 0.3 0.1 1.2
H -0.39581 2.18158 2.47904 -0.2 1.2 2.1
H -2.78508 -0.33623 1.86534 1.0 0.8 0.0
H 1.15744 0.75431 1.02709 -0.7 -1.0 -0.5
H -0.47598 1.53208 -2.08542 -0.1 -1.6 0.0
H 1.82944 1.60557 -3.01881 -0.9 -0.7 -0.7
H -1.64370 -3.16423 0.93154 0.5 0.1 0.0
H -0.58741 2.85531 0.91547 -1.6 1.6 -1.4
H -2.62620 1.36932 1.50574 1.0 -0.6 -0.6
```
Positions in Å, forces in eV/Å.


No. 5
The following is a quantum chemistry calculation of C11H19N2 as an isolated structure, from the Open Molecules 2025 dataset.

Output
HOMO level = -11.58 eV
HOMO-LUMO gap = 0.2639 Ha
net charge = +1

Structure (XYZ):
```
32
Properties=species:S:1:pos:R:3:forces:R:3
N 0.67678 0.60798 0.47392 -0.9 -1.1 -0.3
N -0.53704 -1.48058 -0.98681 1.8 -2.7 0.8
C 1.02691 2.97906 -0.52630 2.7 -1.0 0.4
C 0.94000 -1.44516 -1.13080 -0.1 1.5 -0.7
C 0.39213 1.71108 -0.11267 -2.5 0.6 1.9
C -1.35262 -0.40520 -1.11236 -0.2 1.5 3.7
C 1.44249 -0.61706 0.08668 1.5 -0.4 0.4
C -3.10921 -0.05420 0.71348 1.3 -2.8 2.3
C 1.36939 -1.49002 1.37872 1.6 0.5 0.3
C -0.79332 0.91030 0.30073 -0.2 -0.6 -3.8
C 2.82145 -0.01165 -0.23604 1.7 -1.5 4.8
C -2.80679 -0.61785 -0.66690 0.9 2.0 -1.0
C -2.05428 0.98369 1.15859 1.0 0.6 0.6
H -3.10465 -1.63381 -0.74210 -0.2 -0.9 -0.3
H -4.07217 0.39648 0.80243 -0.7 0.2 -0.2
H 1.17709 -0.94860 -2.12814 -0.1 -0.6 1.3
H 2.11673 2.77775 -0.83275 -1.7 0.3 0.2
H -2.61488 1.90365 0.90836 1.1 0.2 0.5
H 0.47757 3.44762 -1.29187 -0.6 0.6 -1.0
H 3.14637 0.82300 0.48476 -0.6 -1.5 -0.5
H 1.43984 -2.48590 -1.09003 -1.1 1.6 -0.1
H -3.15188 -0.97525 1.43723 0.2 1.7 -1.0
H -1.22478 0.26049 -1.91166 0.3 0.1 -1.6
H -1.71051 0.96967 2.23788 -1.0 0.0 -1.0
H 2.99212 0.42482 -1.12114 -0.4 1.4 -3.8
H -0.60861 -2.04218 -0.11967 -1.2 0.6 -0.8
H 1.12293 3.71097 0.31147 -0.5 -0.8 -0.2
H 0.68762 -2.30620 1.49154 -1.2 -0.2 -0.7
H 1.24539 -0.87555 2.27682 0.1 0.0 -0.3
H -3.30148 -0.02176 -1.42869 -0.8 -0.2 0.0
H 2.28885 -2.05516 1.50469 0.5 0.3 -0.1
H 3.62395 -0.79204 -0.19170 -0.7 0.5 0.2
```
Positions in Å, forces in eV/Å.


No. 6
The following is a quantum chemistry calculation of C11H19NOZr as an isolated structure, from the Open Molecules 2025 dataset.

Output
HOMO level = -6.96 eV
HOMO-LUMO gap = 0.2685 Ha

Structure (XYZ):
```
33
Properties=species:S:1:pos:R:3:forces:R:3
Zr 0.16368 -0.04306 -1.10381 -5.2 -0.1 3.7
O 0.07700 0.04946 0.89310 3.0 0.7 0.1
N -1.56412 -0.71758 -0.55331 -0.7 -1.5 -2.6
C 1.26360 -0.73067 2.76291 -0.4 0.3 0.1
C -0.02663 -2.49683 -1.28377 0.2 -0.1 0.0
C -0.86568 1.03544 -3.14782 1.8 1.1 0.6
C -0.00119 1.45941 2.76235 0.0 -0.4 0.2
C 0.54970 0.84197 -3.42874 -0.8 1.5 1.6
C 1.31223 1.64711 -2.47712 -2.0 0.2 -0.4
C -0.00246 0.00011 2.26916 0.8 0.5 0.1
C 0.35980 2.33866 -1.61759 -0.4 -0.9 -1.9
C 0.98247 -1.95720 -2.08516 0.2 -1.0 0.6
C -0.98316 1.96503 -2.04379 1.8 -0.4 -0.8
C -1.26047 -0.72836 2.76594 0.2 0.1 -0.2
H -2.15415 -0.22347 2.40276 -0.1 0.0 0.0
H 1.98551 -1.77054 -1.66133 -0.3 -0.5 -0.3
H -1.28172 -0.74321 3.85939 0.0 0.0 -0.1
H -0.94103 -2.89005 -1.71160 0.3 0.0 0.0
H -1.90227 2.31697 -1.60145 0.1 -0.1 0.0
H -2.47039 -1.12760 -0.20597 1.4 0.7 -0.7
H 0.00241 1.49190 3.85032 0.0 0.1 0.2
H -0.88535 1.97712 2.39100 -0.1 0.0 0.0
H 0.15433 -2.71854 -0.22360 -0.1 0.0 -0.5
H 0.96871 0.19847 -4.17819 0.1 0.0 -0.2
H 2.38433 1.69148 -2.40216 0.1 0.1 -0.1
H -1.68304 0.56543 -3.67145 0.0 0.0 0.1
H 0.60766 3.00959 -0.81270 0.0 0.0 0.1
H 2.15535 -0.22285 2.38865 -0.1 0.0 0.0
H 1.29328 -0.74422 3.85022 0.1 -0.1 0.2
H 1.27018 -1.75508 2.39127 0.0 -0.1 0.0
H 0.88418 1.97852 2.38862 0.0 -0.1 0.0
H 0.87806 -1.94324 -3.16642 0.1 0.0 0.2
H -1.27084 -1.75416 2.40026 0.0 -0.1 0.0
```
Positions in Å, forces in eV/Å.